Molecular formula: C20H49F2KLi2N4NaO14S3
Method: DFT, ωB97M-V/def2-TZVPD

```
96
Properties=species:S:1:pos:R:3:forces:R:3:lowdin_charge:R:1
C 4.9769 -1.6551 0.5638 -0.29 -0.01 -0.22 -0.09
O 4.8903 -1.9785 -0.8308 0.62 1.47 0.75 -0.16
C 5.3757 -0.9264 -1.6562 -0.13 -0.02 -1.28 -0.23
C 4.2229 -0.0172 -2.2347 -0.81 -1.01 0.23 -0.18
C 3.0861 0.3178 -1.2217 -0.39 1.19 -0.35 -0.20
C 3.4042 1.4908 -0.2231 -0.15 -1.03 0.05 -0.18
C 2.5113 1.4797 1.0693 0.37 0.94 -0.09 -0.18
C 1.3529 2.5769 1.0739 0.17 -1.41 0.96 -0.14
C -0.0478 1.9171 1.4062 -1.17 0.78 -1.14 -0.18
C -1.0695 1.9661 0.1353 1.76 0.30 0.26 -0.16
C -0.4220 1.0838 -1.0327 -0.95 -0.01 0.45 -0.16
C -1.2946 -0.1131 -1.6299 0.69 -0.45 -0.83 -0.27
C -0.2967 -1.3442 -1.9086 -0.53 1.86 -0.42 -0.08
N 0.0191 -2.0056 -0.6006 -1.22 -1.12 -0.50 0.05
C -1.2842 -2.6722 -0.1496 -0.79 0.21 1.45 -0.05
C -2.2858 -1.4796 0.2165 0.04 -0.87 -0.26 -0.17
N -2.5160 -0.4937 -0.8759 1.12 -0.18 0.36 -0.03
H 5.7902 -2.2130 1.0760 -0.62 -0.01 -0.32 0.12
H 3.9734 -1.8420 0.9942 0.81 -0.01 0.21 0.12
H 5.1862 -0.5553 0.7221 -1.23 -1.22 -0.46 0.00
H 6.1634 -0.2971 -1.1677 -0.35 -0.47 -0.13 0.06
H 5.8494 -1.4313 -2.5352 -0.07 0.39 0.69 0.13
H 4.6061 0.9261 -2.7288 -1.78 -1.33 2.27 0.02
H 3.7451 -0.6204 -3.0479 0.37 0.45 0.49 0.13
H 2.2121 0.6574 -1.8319 0.67 -0.34 0.39 0.10
H 2.7229 -0.5758 -0.6627 0.63 0.34 -0.49 0.10
H 4.4853 1.3861 0.0676 -0.72 0.36 -0.21 0.05
H 3.2916 2.4587 -0.7532 0.28 -0.48 0.34 0.12
H 2.0785 0.4733 1.2967 0.46 0.54 -0.35 0.10
H 3.1878 1.7153 1.9206 -0.64 -0.23 -0.39 0.09
H 1.5881 3.2585 1.9207 -0.18 -0.25 -0.79 0.11
H 1.3422 3.1396 0.1198 -0.17 -0.30 0.55 0.12
H 0.0944 0.8294 1.7254 0.63 2.06 1.00 0.07
H -0.5451 2.4774 2.2270 0.37 -0.77 -0.33 0.13
H -2.1251 1.7498 0.3913 0.64 -0.21 -0.14 0.09
H -1.0500 3.0255 -0.2067 -0.18 -0.77 0.35 0.13
H -0.1360 1.7658 -1.8628 -0.10 -0.69 0.52 0.14
H 0.5463 0.6467 -0.6631 -0.51 0.46 -0.23 0.05
H -1.6317 0.2093 -2.6416 0.18 -0.24 0.79 0.16
H -0.7898 -2.0724 -2.5865 0.92 -0.10 0.55 0.13
H 0.6587 -0.9479 -2.3222 -0.77 -0.48 0.01 0.13
H 0.8030 -2.6726 -0.6701 -0.40 -0.30 -0.42 0.17
H 0.2616 -1.3568 0.1473 1.03 -0.69 -0.56 0.10
H -1.1088 -3.3016 0.7693 -0.05 0.24 -0.58 0.11
H -1.6457 -3.3255 -0.9715 0.42 0.55 0.35 0.15
H -3.2648 -1.9684 0.4199 0.79 0.39 0.20 0.15
H -2.0242 -0.9591 1.2253 -0.56 -0.97 -1.14 0.12
H -3.1861 -0.9007 -1.5207 0.07 0.13 0.02 0.13
N -1.3797 -4.6602 3.1396 0.02 -0.72 0.35 -0.64
O -1.1570 -5.0787 1.9778 0.08 0.25 -0.33 -0.09
O -1.5062 -5.4486 4.0797 0.04 0.35 -0.36 -0.02
O -1.4680 -3.4237 3.3319 0.02 0.88 -0.20 -0.12
C 1.4670 -4.1097 -3.0506 0.76 -0.11 -0.57 -0.41
O 0.1478 -4.0846 -2.8055 -0.50 0.67 0.66 -0.34
H 1.8459 -3.4228 -3.8489 -0.24 0.26 -0.13 0.04
H 2.1455 -3.8446 -2.1907 -0.08 0.11 0.47 0.03
H 1.8984 -5.0793 -3.3745 -0.26 -0.14 0.14 0.06
Li -0.5713 -0.1169 0.7871 -1.29 0.43 -0.21 0.62
Na 5.7643 1.2565 -3.8196 1.79 0.60 -1.65 0.55
C -2.7320 -5.0994 -4.0092 -0.71 -0.36 0.96 -0.34
O -3.2452 -5.0622 -5.2207 0.29 0.19 0.11 -0.14
H -1.6570 -4.7884 -3.9076 0.69 0.16 -0.24 0.08
H -3.2129 -4.4537 -3.2352 -0.14 0.55 -0.25 0.06
H -2.7127 -6.0848 -3.4966 0.22 -0.34 -0.46 0.08
O -3.6405 3.5194 1.8278 -0.17 0.22 -0.31 -0.30
S -5.0356 3.3897 1.4866 -0.96 -0.32 0.42 0.59
O -5.6202 4.1210 0.3984 0.68 -0.04 0.29 -0.27
O -5.9189 3.6240 2.8076 0.44 -0.48 -0.59 -0.26
C -5.7579 4.8567 3.5268 0.01 0.93 0.31 -0.26
C -6.3944 6.0305 2.8050 0.05 -0.02 -0.30 -0.07
C -5.4138 1.6785 1.2586 0.04 -0.04 0.15 -0.12
H -4.6994 5.0416 3.7272 0.00 -0.15 -0.13 0.11
H -6.2479 4.7181 4.4905 0.00 -0.34 -0.13 0.13
H -5.8873 6.2378 1.8625 0.00 0.01 0.04 0.07
H -6.3419 6.9316 3.4177 -0.01 -0.10 0.09 0.08
H -7.4387 5.8189 2.5720 0.02 0.02 0.09 0.09
H -5.0077 1.1087 2.0921 -0.05 0.05 0.02 0.08
H -4.9505 1.3635 0.3238 0.01 0.12 0.00 0.06
H -6.4934 1.5623 1.1944 0.04 0.05 0.01 0.08
C -2.4803 -3.6802 -8.2570 -0.32 -0.13 -0.21 -0.17
O -2.4326 -3.6885 -9.6834 0.26 0.13 -0.03 -0.14
H -1.4682 -3.5570 -7.8760 -0.01 -0.03 -0.10 0.07
H -3.0987 -2.8475 -7.9103 0.04 -0.06 0.20 0.07
H -2.8892 -4.6221 -7.8883 0.06 0.11 0.25 0.07
H -3.3319 -3.7985 -9.9983 -0.03 -0.05 -0.06 0.07
N 3.8769 1.5027 6.2499 -0.41 0.87 -0.24 -0.27
S 4.9545 2.5573 6.7006 3.48 -0.28 1.36 0.51
O 4.5021 3.6387 7.5554 -0.27 -0.84 -0.58 -0.48
O 5.9877 2.8874 5.7564 -1.22 0.10 -0.10 -0.27
F 5.7557 1.6758 7.7361 -0.82 -0.15 -0.36 -0.14
S 2.8367 2.1038 5.2375 -2.31 -0.71 -1.45 0.50
O 1.6724 1.2816 5.0600 1.26 0.03 0.37 -0.26
O 3.3514 2.7061 4.0316 0.47 -0.03 0.68 -0.31
F 2.2255 3.3606 6.0256 0.17 0.46 0.20 -0.23
Li 6.4235 0.3757 1.0518 0.93 0.66 0.31 0.63
K 3.6339 5.7774 7.1081 -0.34 0.57 -0.10 1.01
```
Positions in Å, forces in eV/Å.

Orbital gap, hartree: 0.0470
Net charge: +1
LUMO level, eV: -5.358



Molecular formula: C15H15N7O2RuS2
Method: DFT, ωB97M-V/def2-TZVPD

```
42
Properties=species:S:1:pos:R:3:forces:R:3:mulliken_spin:R:1
Ru 0.2678 0.3527 0.6419 0.25 -0.03 0.36 0.81
N 3.1506 0.7651 3.8080 -0.01 -0.06 -0.02 0.00
C 2.4142 0.7225 2.6938 0.11 0.05 0.09 0.00
S 0.6831 0.4819 2.9002 -0.15 0.11 -0.26 0.13
N 3.0440 0.8903 1.5513 -0.02 0.03 -0.04 0.01
N 2.2037 0.8356 0.4931 0.07 0.07 -0.05 -0.02
C 2.6872 0.8760 -0.7024 -0.04 0.01 -0.01 0.02
C 1.7324 0.7540 -1.7965 -0.03 0.01 0.01 0.02
C 2.0847 0.8807 -3.1332 -0.03 0.00 -0.01 0.00
C 1.0953 0.7819 -4.0965 0.01 0.00 0.00 0.00
C -0.2209 0.5687 -3.7090 -0.02 0.00 0.00 0.00
C -0.5083 0.4449 -2.3629 0.02 -0.01 0.03 0.01
N 0.4464 0.5243 -1.4325 0.13 -0.05 0.02 0.00
H 2.7387 0.5648 4.7013 -0.01 0.02 0.00 0.00
H 4.1498 0.8596 3.7329 0.00 0.02 0.00 0.00
H 3.7531 0.9713 -0.8694 0.00 0.03 0.02 0.00
H 3.1156 1.0596 -3.4052 0.01 -0.01 0.01 0.00
H 1.3485 0.8771 -5.1437 -0.01 0.00 0.00 0.00
H -1.0176 0.4951 -4.4347 0.01 0.00 -0.01 0.00
H -1.5144 0.2803 -1.9957 0.00 0.00 -0.01 0.00
C -0.1386 -4.3501 0.7087 -0.01 0.00 0.00 0.00
N -1.0705 -3.2265 0.6267 0.02 0.00 -0.02 0.00
C -2.4409 -3.3893 0.5177 0.01 -0.04 0.00 0.00
C -3.2776 -2.3526 0.3825 -0.01 0.00 -0.01 0.00
C -2.7628 -0.9828 0.3503 0.03 -0.02 0.06 0.00
O -3.4334 0.0146 0.1557 -0.03 -0.01 0.02 0.01
N -1.3959 -0.8968 0.5545 -0.07 -0.26 0.05 0.00
C -0.5961 -1.9673 0.6131 -0.25 0.13 -0.08 0.01
O 0.6541 -1.6937 0.6342 0.02 -0.18 -0.12 0.00
H -0.7141 -5.2709 0.7219 0.00 0.00 0.00 0.00
H 0.4531 -4.2783 1.6183 0.01 0.00 -0.01 0.00
H 0.5281 -4.3501 -0.1511 0.00 0.00 0.00 0.00
H -2.7796 -4.4154 0.5409 0.00 0.00 0.00 0.00
H -4.3403 -2.5096 0.2840 0.00 0.02 0.00 0.00
S -1.0643 4.6404 0.0084 0.01 0.04 0.00 0.01
C -2.2290 3.7772 0.9130 -0.02 0.02 0.00 0.00
C -1.8058 2.5144 1.1361 0.06 -0.11 0.05 0.01
N -0.5693 2.2343 0.5952 -0.07 0.27 -0.15 -0.02
C -0.0723 3.2786 -0.0285 0.08 -0.09 0.12 0.02
H -3.1569 4.2275 1.2210 0.00 0.00 0.00 0.00
H -2.3398 1.7383 1.6581 -0.03 0.00 -0.03 0.00
H 0.8976 3.2717 -0.5013 -0.01 0.01 -0.03 0.00
```
Positions in Å, forces in eV/Å.

Orbital gap (alpha / beta), hartree: 0.2808 / 0.2563
Spin multiplicity: 2
Net charge: +1
LUMO level (alpha / beta), eV: -3.626 / -4.453



Molecular formula: C4H5Br
Method: DFT, ωB97M-V/def2-TZVPD

```
10
Properties=species:S:1:pos:R:3:forces:R:3:lowdin_charge:R:1
C 0.8468 -0.1574 -0.2230 -1.81 -1.80 1.37 -0.06
C 0.8411 -1.4994 -0.0724 -1.12 2.71 1.48 -0.03
C 0.2015 1.1421 -0.4208 -1.36 0.03 -0.39 -0.32
C -0.8506 0.7070 0.5587 3.14 0.39 1.28 -0.70
Br -2.3188 -0.2203 0.0076 -0.84 -0.57 -0.33 0.72
H 0.1768 -1.9188 0.7237 0.42 0.08 -0.97 0.06
H 1.4892 -2.1837 -0.5518 0.85 -0.33 -0.50 0.03
H 0.6867 2.1138 -0.2865 0.25 -0.53 0.17 0.11
H -0.2509 1.0808 -1.4110 0.17 0.46 -0.22 0.10
H -0.8217 0.9359 1.6755 0.30 -0.45 -1.89 0.08
```
Positions in Å, forces in eV/Å.

Orbital gap (alpha / beta), hartree: 0.3103 / 0.3103
LUMO level (alpha / beta), eV: 0.757 / 0.757



Molecular formula: C6H10O3
Method: DFT, ωB97M-V/def2-TZVPD

```
19
Properties=species:S:1:pos:R:3:forces:R:3:lowdin_charge:R:1
C 0.9916 -0.5145 -2.2851 -0.16 0.06 0.08 -0.01
C 0.7761 0.2052 -0.9792 1.81 -1.66 0.54 -0.34
O 1.5104 1.3589 -0.8851 -0.81 0.35 0.06 0.03
C 0.3778 -0.4768 0.1637 -0.44 0.44 -1.90 -0.26
O -0.1082 -1.7433 0.0975 -0.08 0.04 0.06 0.08
C -0.1775 0.3403 1.2626 -0.63 1.14 -1.24 -0.22
C -0.9041 -0.3941 2.3649 0.04 0.13 -0.09 -0.05
C -1.0499 1.1162 0.1169 0.02 0.30 3.79 -0.21
O -0.8620 2.3035 -0.1077 0.10 -0.42 -0.52 -0.01
H 0.0635 -0.9390 -2.6767 0.00 -0.03 -0.05 0.09
H 1.7296 -1.3140 -2.1916 0.03 -0.08 0.01 0.09
H 1.3811 0.1926 -3.0135 -0.09 0.01 -0.01 0.09
H 0.9273 2.0629 -0.5286 0.04 0.06 -0.10 0.09
H 0.0134 -2.1030 -0.7877 0.15 -0.04 -0.05 0.10
H 0.5501 1.0709 1.6131 -0.01 -0.04 0.14 0.15
H -0.2196 -1.0576 2.8951 -0.01 0.02 0.02 0.09
H -1.3109 0.3224 3.0770 -0.07 -0.06 0.01 0.08
H -1.7052 -1.0104 1.9623 -0.08 0.02 0.04 0.08
H -1.9837 0.5799 -0.0979 0.20 -0.24 -0.80 0.15
```
Positions in Å, forces in eV/Å.

SMILES: C/C(O)=C(\O)[C@H](C)C=O
Orbital gap, hartree: 0.3196
LUMO level, eV: 0.567



Molecular formula: C35H54N2O8SSi4TeW
Method: DFT, ωB97M-V/def2-TZVPD

```
106
Properties=species:S:1:pos:R:3:forces:R:3:lowdin_charge:R:1
W -1.1745 -0.1024 0.4873 -1.39 -1.01 -0.52 1.51
O -4.2418 -5.0241 3.9462 0.08 0.18 -0.21 -0.03
C -4.6784 -4.8820 2.7790 -0.04 0.00 0.49 -0.72
O -5.5497 -5.4789 2.1477 0.07 0.01 -0.12 0.02
C -4.0103 -3.7175 2.0581 -0.09 0.04 -0.12 -0.07
C -4.4787 -2.4123 2.2345 0.11 0.09 -0.01 0.02
C -3.8061 -1.3553 1.6601 -0.20 -0.18 0.00 -0.08
N -2.7342 -1.5572 0.8822 0.05 -0.08 0.53 -0.05
C -2.3131 -2.8172 0.6465 0.34 0.07 -0.06 -0.18
C -2.9033 -3.9066 1.2204 -0.05 -0.13 0.00 0.08
C -1.0833 -2.8225 -0.2522 -0.54 0.59 -0.39 -0.58
O -0.2632 -3.6961 -0.3055 -0.13 -0.36 0.04 0.11
O -1.0465 -1.6737 -0.9305 0.73 0.07 0.61 -0.25
H -5.3469 -2.2235 2.8522 0.00 -0.01 -0.03 0.13
H -4.1257 -0.3284 1.7808 0.04 -0.01 0.05 0.12
H -2.5058 -4.8947 1.0299 -0.02 0.01 -0.03 0.15
C -4.3321 -1.4768 7.1859 0.02 -0.02 0.03 -0.04
C -3.1823 -1.3026 6.2337 -0.07 -0.08 0.00 -0.24
C -2.4468 -0.1216 6.2110 0.02 0.04 0.00 -0.03
C -1.4035 0.0508 5.3142 0.07 -0.05 0.09 -0.09
C -1.0921 -0.9804 4.4398 0.09 0.09 -0.17 -0.39
C -1.8022 -2.1740 4.4549 -0.05 -0.06 0.00 -0.05
C -2.8396 -2.3320 5.3546 -0.06 -0.06 -0.03 0.00
S 0.2141 -0.7544 3.2516 -0.24 -0.75 0.38 0.99
C 1.3088 -2.0637 3.7915 0.19 0.05 -0.03 -0.19
O -0.3597 -1.4333 1.9710 0.01 0.63 -0.54 -0.68
H -4.8150 -0.5240 7.4026 0.01 -0.01 0.00 0.08
H -3.9861 -1.8972 8.1331 0.01 0.01 -0.02 0.09
H -5.0729 -2.1631 6.7783 0.01 0.01 -0.01 0.09
H -2.6985 0.6816 6.8939 -0.01 -0.01 -0.02 0.12
H -0.8355 0.9702 5.3178 0.00 0.03 -0.04 0.09
H -1.5827 -2.9715 3.7557 0.00 0.00 -0.04 0.12
H -3.4023 -3.2617 5.3288 -0.02 0.01 -0.04 0.11
H 0.8776 -2.9996 3.4401 -0.01 -0.02 0.07 0.07
H 1.3724 -2.0384 4.8777 0.01 0.02 -0.03 0.07
H 2.2905 -1.9032 3.3482 -0.06 -0.01 -0.07 0.06
C 4.2374 -2.1444 -4.1910 0.12 0.06 -0.06 -0.21
Si 3.1341 -2.0728 -2.6724 0.04 0.06 0.13 0.33
C 1.4618 -2.7753 -3.0630 -0.14 -0.09 -0.12 -0.19
C 3.9188 -3.0310 -1.2690 0.03 -0.04 0.11 -0.21
Si 2.9656 0.1809 -2.0362 -0.33 -0.38 0.08 0.16
Te 1.3947 0.5520 -0.0342 0.14 0.61 -0.01 0.65
Si 2.4643 1.4573 -3.9297 -0.04 -0.02 0.10 0.33
C 1.7844 3.1394 -3.4459 -0.11 0.08 0.03 -0.21
C 1.2563 0.5209 -5.0282 -0.13 -0.06 -0.06 -0.21
C 4.0253 1.7115 -4.9324 0.15 0.01 0.01 -0.21
Si 4.9243 1.0044 -1.0485 -0.12 -0.06 -0.08 0.29
C 6.3550 0.3323 -2.0532 0.14 0.01 -0.05 -0.21
C 5.0724 0.4450 0.7289 0.04 -0.07 0.11 -0.23
C 4.9273 2.8755 -1.1113 -0.02 0.14 0.02 -0.22
H 4.4742 -3.1874 -4.4206 -0.02 0.02 -0.02 0.04
H 5.1826 -1.6120 -4.0503 -0.05 -0.05 0.00 0.01
H 3.7389 -1.7158 -5.0644 0.01 -0.03 0.02 0.02
H 1.5644 -3.8383 -3.3047 -0.02 0.03 -0.01 0.05
H 0.9916 -2.2810 -3.9169 0.05 -0.01 0.01 0.02
H 0.7858 -2.6967 -2.2120 0.04 0.00 -0.01 0.00
H 4.0412 -4.0796 -1.5544 0.00 0.01 0.03 0.04
H 3.2718 -2.9996 -0.3877 0.01 -0.01 -0.03 0.03
H 4.8999 -2.6406 -0.9852 -0.03 0.00 -0.04 0.02
H 0.9891 3.0851 -2.6956 0.05 0.02 -0.05 0.02
H 1.3943 3.6631 -4.3238 0.01 0.03 0.03 0.04
H 2.5788 3.7559 -3.0161 -0.01 -0.05 -0.02 0.03
H 0.4505 0.0048 -4.4994 -0.03 0.10 0.02 0.02
H 1.7885 -0.2624 -5.5754 0.05 0.06 0.02 0.03
H 0.8134 1.1910 -5.7710 -0.01 -0.05 -0.01 0.03
H 4.7853 2.2656 -4.3754 -0.05 0.00 -0.03 0.02
H 3.7820 2.2853 -5.8312 0.04 -0.01 -0.01 0.04
H 4.4665 0.7621 -5.2467 -0.04 0.04 0.01 0.02
H 6.3568 -0.7603 -2.0806 0.00 0.04 0.04 0.02
H 7.2993 0.6601 -1.6083 0.01 -0.03 -0.05 0.04
H 6.3281 0.6919 -3.0856 0.00 -0.01 0.05 0.02
H 5.1411 -0.6438 0.8023 0.00 0.04 -0.02 0.03
H 4.2082 0.7648 1.3148 0.05 0.02 0.00 -0.01
H 5.9711 0.8764 1.1793 -0.01 -0.03 0.00 0.03
H 4.9944 3.2464 -2.1375 0.01 -0.02 0.04 0.02
H 5.7819 3.2702 -0.5543 -0.02 0.02 -0.03 0.03
H 4.0162 3.2864 -0.6670 0.04 -0.03 0.01 0.03
O -1.0096 1.3041 -2.5280 -0.12 -0.09 0.12 -0.01
C -2.0933 1.7939 -3.1739 -0.16 0.04 0.01 -0.24
C -1.9755 2.4563 -4.3939 0.06 -0.03 0.03 -0.01
C -3.0987 2.9419 -5.0349 -0.07 0.01 -0.02 -0.07
C -4.3611 2.7759 -4.4743 0.05 0.03 -0.04 -0.07
C -4.4762 2.1143 -3.2691 0.03 -0.03 0.01 -0.01
C -3.3542 1.6191 -2.6011 -0.01 0.08 -0.02 -0.06
C -3.6170 0.9228 -1.3156 -0.23 -0.41 0.35 -0.48
O -4.7099 0.5336 -0.9980 -0.02 0.00 -0.02 0.12
O -2.5920 0.8199 -0.4536 1.25 -0.15 -0.36 -0.22
H -0.2361 1.3897 -3.0882 0.24 0.03 -0.16 0.03
H -0.9927 2.5857 -4.8321 0.00 -0.01 0.01 0.10
H -2.9880 3.4505 -5.9844 0.00 0.01 0.02 0.11
H -5.2404 3.1574 -4.9749 0.01 -0.01 0.00 0.10
H -5.4415 1.9551 -2.8083 0.00 0.00 -0.01 0.12
C -0.0302 2.7958 3.0712 0.07 0.05 -0.04 -0.05
C -1.2445 2.5062 2.1915 -0.28 -0.24 0.36 -0.66
C -1.2288 3.4521 0.9900 -0.10 0.04 -0.06 -0.05
C -2.5553 2.6777 2.9700 0.01 -0.02 0.05 -0.02
N -1.2138 1.1395 1.6777 0.51 1.33 -0.06 -0.20
H -0.1754 3.7577 3.5659 0.03 0.02 -0.04 0.10
H 0.8792 2.8450 2.4703 0.00 -0.03 0.00 0.07
H 0.1136 2.0420 3.8396 -0.04 -0.02 0.02 0.04
H -1.1470 4.4737 1.3646 -0.02 0.02 -0.04 0.09
H -2.1451 3.3656 0.4073 -0.02 -0.03 -0.01 0.08
H -0.3799 3.2435 0.3407 0.05 -0.01 0.00 0.05
H -2.7870 3.7394 3.0620 0.02 0.00 0.05 0.09
H -2.4896 2.2482 3.9702 -0.01 -0.04 -0.04 0.07
H -3.3777 2.1939 2.4414 0.00 0.06 -0.04 0.08
```
Positions in Å, forces in eV/Å.

Orbital gap, hartree: 0.2278
LUMO level, eV: -1.711



Copy entry 4 word for word.
Molecular formula: C6H10O3
Method: DFT, ωB97M-V/def2-TZVPD

```
19
Properties=species:S:1:pos:R:3:forces:R:3:lowdin_charge:R:1
C 0.9916 -0.5145 -2.2851 -0.16 0.06 0.08 -0.01
C 0.7761 0.2052 -0.9792 1.81 -1.66 0.54 -0.34
O 1.5104 1.3589 -0.8851 -0.81 0.35 0.06 0.03
C 0.3778 -0.4768 0.1637 -0.44 0.44 -1.90 -0.26
O -0.1082 -1.7433 0.0975 -0.08 0.04 0.06 0.08
C -0.1775 0.3403 1.2626 -0.63 1.14 -1.24 -0.22
C -0.9041 -0.3941 2.3649 0.04 0.13 -0.09 -0.05
C -1.0499 1.1162 0.1169 0.02 0.30 3.79 -0.21
O -0.8620 2.3035 -0.1077 0.10 -0.42 -0.52 -0.01
H 0.0635 -0.9390 -2.6767 0.00 -0.03 -0.05 0.09
H 1.7296 -1.3140 -2.1916 0.03 -0.08 0.01 0.09
H 1.3811 0.1926 -3.0135 -0.09 0.01 -0.01 0.09
H 0.9273 2.0629 -0.5286 0.04 0.06 -0.10 0.09
H 0.0134 -2.1030 -0.7877 0.15 -0.04 -0.05 0.10
H 0.5501 1.0709 1.6131 -0.01 -0.04 0.14 0.15
H -0.2196 -1.0576 2.8951 -0.01 0.02 0.02 0.09
H -1.3109 0.3224 3.0770 -0.07 -0.06 0.01 0.08
H -1.7052 -1.0104 1.9623 -0.08 0.02 0.04 0.08
H -1.9837 0.5799 -0.0979 0.20 -0.24 -0.80 0.15
```
Positions in Å, forces in eV/Å.

SMILES: C/C(O)=C(\O)[C@H](C)C=O
Orbital gap, hartree: 0.3196
LUMO level, eV: 0.567



What is the formula in the third record?
C4H5Br